ORCA calculation (ωB97M-V/def2-TZVPD) on a cluster of 2 separate species, C4H12 in total.

## Properties
SMILES	CC.CC
E_tot	-4342.2460	eV
gap between HOMO and LUMO	12.81	eV
energy relative to the best compared isomer or geometry (same formula, charge and spin)	6.5	kcal/mol
total charge	0

Positions of all 16 atoms, in Å:
H (2.255544, 0.867410, 0.629205)
H (-1.343049, 1.565104, -1.506072)
H (2.823974, -1.375613, -0.577431)
C (2.202452, -0.154174, 0.986743)
H (-0.509590, 0.855616, -0.120172)
H (-3.412291, 0.479154, 0.157089)
H (1.425456, -0.183177, 1.765414)
H (-1.802579, 2.054529, 0.154869)
H (1.557830, -2.171654, 0.344747)
H (-2.165903, -0.764174, -0.001230)
C (-2.568456, 0.143577, -0.442179)
C (1.870762, -1.223918, -0.073498)
H (3.080013, -0.418408, 1.539202)
H (1.149122, -0.842112, -0.791350)
C (-1.460830, 1.237959, -0.475007)
H (-2.936419, -0.079768, -1.439746)

Forces on atoms 1 to 6 (eV/Å):
H 0.17 0.00 -0.30
H 0.18 0.33 0.11
H -0.18 -0.37 -0.52
C -1.64 -0.80 0.82
H 0.09 0.08 0.10
H -0.06 -0.12 0.02

---

ORCA calculation (ωB97M-V/def2-TZVPD) on the molecule C21H22FN3O2.

## Properties
SMILES	COc1ccc2[nH]c(C(=O)N3CCN(c4ccccc4F)CC3)c(C)c2c1
E_tot	-33417.1416	eV
gap between HOMO and LUMO	8.45	eV
energy relative to the best compared isomer or geometry (same formula, charge and spin)	13.3	kcal/mol
total charge	0

Positions of all 49 atoms, in Å:
C (-1.956775, 0.293853, 0.927858)
H (-0.474648, 0.168253, 2.458795)
O (-0.092020, 3.192850, -0.006240)
H (1.545941, 0.120517, -1.943126)
H (2.776050, 1.597756, 1.496129)
O (-6.483245, -1.582908, 0.596375)
H (-4.210946, -1.436611, 1.674510)
F (5.195680, 1.222494, 1.129033)
H (-2.151092, 2.408781, -1.470180)
H (6.048288, -3.254813, -1.333875)
C (-3.281501, 0.079591, 0.442430)
C (6.771208, -1.858918, 0.118827)
H (-6.617723, 0.164925, -1.480803)
H (-8.326230, -2.339279, 0.479172)
H (-7.638027, -1.895481, -1.101148)
N (1.009490, 1.271089, 0.455610)
C (5.383506, 0.065858, 0.434171)
C (2.268327, 1.975273, 0.603816)
C (-4.317171, -0.760775, 0.841640)
H (2.630851, 2.189753, -1.502469)
H (2.049556, 3.036046, 0.728844)
C (1.179024, -0.133876, 0.174057)
H (4.079331, -1.952793, -1.905753)
C (-4.666292, 0.979986, -1.356622)
C (-1.376961, -0.347728, 2.142157)
C (6.520703, -0.652631, 0.744524)
C (-5.681880, 0.141770, -0.945787)
H (7.189183, -0.255255, 1.492423)
C (-1.392242, 1.246763, 0.109105)
H (4.101924, 2.255571, -0.524290)
H (7.654500, -2.426255, 0.363863)
N (3.330860, 0.347571, -0.912955)
C (-7.729527, -1.597974, -0.050786)
C (2.059923, -0.317559, -1.079136)
N (-2.309311, 1.643069, -0.837006)
C (5.868698, -2.319557, -0.825447)
C (4.744337, -1.586082, -1.139378)
H (1.670119, -0.612769, 1.029143)
H (-1.139617, -1.396845, 1.959962)
C (4.449320, -0.362257, -0.518451)
H (2.201339, -1.382153, -1.255540)
C (-0.112862, 1.982172, 0.166017)
C (-3.467565, 0.949921, -0.660165)
H (-2.103560, -0.310552, 2.952162)
H (0.209618, -0.598954, 0.005642)
C (3.143257, 1.754831, -0.635390)
H (-8.229701, -0.625325, 0.009113)
C (-5.513754, -0.725635, 0.144964)
H (-4.808396, 1.644282, -2.195783)

Forces on atoms 1 to 6 (eV/Å):
C 0.38 0.27 -0.10
H 0.08 -0.03 0.10
O -0.14 0.10 -0.14
H -0.03 -0.09 0.02
H 0.01 0.01 -0.07
O 0.26 0.04 0.09

---

ORCA calculation (ωB97M-V/def2-TZVPD) on a structure of composition C7H28CsN14O11S.

## Properties
E_tot	-62489.6258	eV
gap between HOMO and LUMO	7.59	eV
total charge	-1

Positions of all 62 atoms, in Å:
H (-3.631182, -35.097724, 11.126601)
C (-4.414386, -35.666103, 9.454274)
H (-4.840333, -32.435761, 13.597399)
H (-6.966733, -34.327713, 5.813376)
H (-7.243586, -33.415733, 7.341830)
O (-7.467031, -32.690430, 9.325056)
H (-8.855429, -29.616737, 6.484530)
N (-4.024136, -34.708977, 10.281282)
N (-5.519314, -32.101017, 12.928801)
C (-7.494891, -30.164853, 5.155131)
N (-8.023046, -30.171326, 6.344314)
N (-7.486370, -34.112683, 6.652321)
O (-4.300810, -36.847860, 9.573793)
H (-7.119349, -27.307834, 9.261813)
H (-5.147425, -35.888986, 7.659902)
O (-9.224255, -35.005768, 5.597411)
H (-8.767388, -33.468545, 8.205972)
H (-10.404104, -33.717412, 7.527051)
H (-7.446093, -30.534200, 7.089672)
H (-7.447459, -35.157053, 10.253543)
H (-10.171508, -33.675537, 11.319895)
N (-5.024031, -35.209090, 8.396524)
N (-3.306961, -32.592351, 6.627196)
N (-6.560187, -31.052934, 5.122096)
Cs (-4.509491, -29.451999, 11.251899)
H (-4.237437, -32.378690, 6.956847)
O (-6.831497, -32.086187, 14.725680)
O (-7.874743, -29.496604, 4.206780)
O (-5.579508, -26.589110, 7.425394)
H (-6.694092, -28.967092, 9.056866)
C (-2.317780, -31.938937, 7.212164)
N (-9.401863, -33.841774, 7.514424)
H (-7.780302, -36.786288, 10.785332)
N (-8.059900, -35.818799, 10.708631)
N (-5.151120, -28.777565, 7.309347)
O (-5.242300, -32.228658, 9.972692)
O (-6.808605, -30.547416, 9.742131)
H (-3.032507, -33.019175, 5.753927)
H (-4.296218, -33.757788, 10.078025)
C (-9.259895, -35.404227, 10.992598)
O (-1.207463, -31.835208, 6.822482)
H (-8.728183, -33.473253, 10.379521)
H (-6.289945, -31.422179, 6.022498)
S (-6.310361, -31.765425, 9.197686)
O (-10.059870, -36.197708, 11.557629)
H (-7.381543, -31.759449, 11.532508)
H (-5.192163, -34.213334, 8.379113)
N (-6.505354, -27.996494, 8.850896)
H (-5.430702, -32.228587, 11.930815)
H (-8.416083, -31.589043, 13.021184)
N (-9.358531, -34.083035, 10.880449)
H (-3.732183, -31.781271, 8.717046)
H (-2.121662, -31.483955, 9.166128)
C (-6.668520, -31.901579, 13.540100)
C (-5.790025, -27.710400, 7.806215)
H (-5.427618, -29.657925, 7.719964)
N (-7.542698, -31.708885, 12.528283)
N (-2.757094, -31.820190, 8.456699)
H (-4.452162, -28.718787, 6.582632)
O (-5.789442, -31.587917, 7.868128)
C (-8.724393, -34.327425, 6.499949)
H (-6.138410, -31.190827, 4.214801)

Forces on atoms 1 to 6 (eV/Å):
H -0.10 0.84 0.10
C -0.28 0.11 -0.23
H 0.48 -0.26 -0.67
H 0.51 0.31 0.46
H 0.75 -0.13 -0.54
O 1.00 -0.43 -1.07

---

Max |F| list, top to bottom, in eV Å⁻¹: 2.0, 0.6, 6.3